Computed, not measured: C40H92O44S8 as an isolated structure in a non-equilibrium geometry, with ωB97M-V/def2-TZVPD.

Geometry (Å):
H: -3.4783 -2.1891 2.5417
H: 2.2203 -4.8447 0.5282
H: -8.6332 -0.7004 0.5646
H: 3.6840 -2.7782 -5.2773
C: -1.0989 -6.7214 1.2925
O: 6.3248 -2.6412 1.1057
H: -0.3503 6.0524 5.3940
C: -4.1841 -1.3488 2.4489
H: 4.0047 -4.2947 -3.1598
H: -0.9081 -0.7924 -5.3677
H: 1.1439 1.0455 6.2007
H: 3.9077 -0.6852 -5.9755
C: -4.7842 -4.9772 0.8666
C: 0.2230 0.7506 5.6989
C: -1.9671 -7.2768 2.4410
H: 6.5467 6.4052 -0.2911
H: -4.8124 0.7252 1.0476
H: -3.2325 5.1616 -2.4996
O: -2.2191 -6.0748 3.2917
O: -2.0148 -3.6352 2.8948
O: -1.4859 -2.5132 5.8281
O: 1.1931 2.3950 -3.1969
H: -0.6929 0.5021 1.5252
O: 2.7801 -2.7783 -2.7233
H: 6.6788 1.4848 1.4035
C: 4.0031 -2.4597 1.6732
H: 4.2412 8.1930 -1.1220
C: 0.5170 0.1110 4.3162
H: 1.8581 -1.2741 -1.6878
H: 3.8654 -1.6333 0.9343
H: -0.2043 0.8077 -5.5681
C: -6.1030 -0.2499 -0.3470
S: 3.5782 5.2836 -1.2248
S: -1.3003 -4.8812 2.7657
H: -5.9954 6.3883 1.5358
H: -2.5487 3.0911 -1.3668
S: -1.3163 -1.1223 5.4631
H: 4.5994 7.7948 0.5838
O: -2.2380 3.3058 -5.0253
O: -1.6158 -1.4536 -0.9197
H: -6.7323 -5.0954 -0.0917
O: -0.4230 -0.9885 4.2014
H: 1.1442 5.1845 -4.9121
C: 3.2543 2.8308 3.8749
S: -2.6586 1.9904 -4.5477
H: 2.3031 1.0115 0.0495
C: -7.9958 -1.5581 0.3901
C: 0.7885 3.8038 -3.2928
O: -6.9074 -1.4163 -0.4842
O: -0.2345 4.2032 4.2715
O: -3.2634 4.8500 -0.5107
H: 5.0254 1.7308 5.4865
O: -1.6462 5.6456 3.0420
H: 4.6590 0.5757 4.1986
C: 0.0755 -4.1443 -3.1466
O: 2.3261 3.4800 -5.0439
H: 2.1596 -3.2694 -0.2220
H: 3.7068 -1.1488 -1.9975
H: -5.1016 7.8160 0.9614
H: 7.6985 -3.5393 2.3655
H: -6.6593 0.6539 -0.5759
C: 3.7479 2.2592 2.5000
C: 4.9078 -0.7196 -5.5472
C: 4.2847 1.0508 5.1167
O: 0.3480 4.7009 1.9334
O: 3.1012 1.7588 4.8666
O: 0.4520 -7.5719 -1.9558
C: -0.9453 5.1478 5.1553
H: -3.4360 -2.4248 -0.8124
H: -5.3496 -0.4692 -1.0903
C: 2.3283 -3.7899 0.7033
S: -0.7707 4.3195 2.7629
H: 3.4441 -2.2343 2.5816
O: 2.3579 -6.2736 -2.9612
O: 5.1888 2.2794 2.4857
H: -5.9101 -3.4512 -0.1726
H: 5.5365 -1.6411 2.7559
H: -0.0493 -6.8781 1.4960
H: -1.5586 -0.4287 -3.1450
H: 4.8965 -2.9071 -2.5540
H: -2.4460 -2.7248 -2.2595
O: 0.0732 -5.0061 3.2800
H: 2.4270 -0.7630 -3.2820
H: -5.3004 6.7380 -2.3334
O: -1.7065 1.5658 -3.3025
H: -5.0131 -1.3563 3.1314
H: 5.4034 2.3575 0.4928
H: -0.3240 -4.6655 -5.2352
O: -1.2983 -5.3154 1.2227
S: 0.9549 -6.4252 -2.7010
H: -3.6244 -0.4269 2.5654
H: -0.2907 3.7664 -3.0938
H: -1.5109 -7.9215 3.1703
C: 1.2882 1.3193 0.1997
O: 2.9789 4.0908 -0.6649
C: 7.6543 -2.7284 1.6107
C: -5.2223 6.7518 0.8673
H: -2.2074 -1.3600 1.0404
H: 0.2618 0.7000 3.4743
H: -2.8944 -7.7552 2.0587
H: 0.9781 1.8598 -0.7041
C: -2.1562 5.5457 4.3328
H: -2.0563 -3.5674 -0.8271
S: -4.2351 -6.2093 -1.2695
H: 5.3434 -3.3961 -4.8303
C: -0.5491 -5.0556 -4.2412
H: -8.5339 -2.3918 -0.0039
H: -3.9736 -4.2575 0.7855
H: 3.4112 2.8912 1.6731
C: -1.3073 -1.2425 0.4073
H: 1.5033 -0.3114 4.2959
O: -2.2308 0.7704 -5.5034
H: -0.5499 1.4944 5.7084
H: 1.0093 -3.6223 -3.3699
O: 3.6258 -3.7033 1.1570
C: 4.4844 -2.7312 -4.4838
O: -2.5151 -0.2812 5.3716
O: 3.2177 5.7568 -2.5916
O: 0.3826 -5.0526 -2.0898
O: -4.7749 -1.3809 1.1607
H: 4.0672 3.4596 4.2587
H: -3.9173 7.1876 -1.2279
C: 5.3856 -2.5467 2.1460
O: 3.7198 2.0637 -3.4881
H: 8.2442 -3.0058 0.7649
H: 1.6736 -3.3513 1.4625
H: 5.1874 0.3033 -5.3629
H: -2.9818 4.8144 4.4372
H: -2.4125 6.5396 4.6806
C: 5.6109 1.6392 1.2890
C: -4.6886 6.4517 -1.4716
H: -7.7390 -1.9147 1.4073
C: 4.0286 -3.2013 -3.1567
O: -2.8662 -6.0260 -1.6165
C: -2.4282 -2.5925 -1.1870
O: -5.6512 6.3391 -0.3714
O: -5.0531 -4.8049 -1.4054
H: -4.3276 6.2662 1.2454
H: -5.1627 -5.0705 1.8757
H: 1.1218 1.8155 1.1550
H: 0.3130 3.6201 -5.4909
H: 2.3024 3.3256 3.7440
H: 4.0773 0.3148 5.9010
H: -1.6272 -5.2394 -4.0849
H: -6.2307 -0.0939 1.8056
H: 1.3220 4.4553 -2.6211
C: 4.5230 7.3776 -0.4092
H: -1.4075 0.7895 -0.0297
O: 4.8655 -1.4150 -4.3470
O: -4.4505 -6.3014 0.3989
C: -1.0018 0.2597 -5.0821
O: -1.5460 3.1324 2.4274
O: 0.1608 -6.2764 -4.1804
H: 8.0965 -1.8523 2.0679
C: 2.6939 -1.3510 -2.3831
C: 5.7171 6.5319 -0.9853
H: 3.3753 1.2914 2.2521
H: 5.5753 -3.3643 2.8816
H: -1.1520 4.5281 6.0189
C: -3.9571 5.1445 -1.6422
H: -0.6166 -1.9966 0.8378
H: -0.0094 0.4487 -3.2096
C: -5.7845 -4.5382 -0.1843
H: -0.6767 -3.4901 -2.7703
H: -2.5516 3.1968 0.4396
H: 5.6388 -1.0835 -6.2805
O: 0.5493 0.1221 -0.0058
O: -5.0415 -7.2363 -1.8841
C: -3.0391 3.4442 -0.4624
O: 2.0166 0.9448 -4.9703
H: -1.5162 -7.0697 0.3476
H: -4.6984 4.3426 -1.8904
C: -1.0060 0.3721 -3.6398
C: -5.4554 -0.1868 1.0145
S: 2.4530 2.0792 -4.2025
H: 6.0528 7.0271 -1.8970
H: 5.1461 0.6438 1.0885
O: -4.0623 1.8161 -4.2128
O: 5.2044 5.2331 -1.1501
H: -4.0423 2.9728 -0.5439
C: 1.0312 4.0911 -4.8206
O: -0.2586 -0.3838 6.4457
O: 3.4011 6.4463 -0.1950
C: -0.7511 0.0890 0.5223

Calculated values
* Kohn-Sham gap: 9.04 eV
* energy relative to the best compared isomer or geometry (same formula, charge and spin): 0.0 kcal per mole
* 2S+1: 1

Computed, not measured: a 9-piece molecular cluster, C40H94BN6O21 overall in a non-equilibrium geometry, with ωB97M-V/def2-TZVPD.

Geometry (Å):
C: -4.8068 -0.3485 2.5054
O: 6.6592 -3.7076 -5.1321
C: -1.5913 -1.3882 4.6409
O: 1.4570 4.8258 -4.1064
H: 0.3397 -2.6996 -5.3913
H: 4.4684 4.5971 6.5585
H: 5.8568 2.8938 -0.6249
C: 2.8924 -3.3705 2.5564
N: -0.1682 -1.5025 4.2026
H: 6.2110 -5.4006 -3.2843
C: -4.0244 -1.4818 -3.8251
C: 2.7864 5.3657 5.6144
H: 4.1655 -2.5613 -1.7510
C: -2.2514 -3.8327 -1.0444
H: 2.4738 6.3135 -3.0907
C: 6.7085 -3.3827 -3.7403
C: -0.0474 -3.4861 -0.3258
C: 1.7454 3.0884 3.0259
H: -1.2845 4.2437 -0.6589
H: 4.1161 -2.1094 -3.5329
C: 5.8743 -4.4117 -2.9734
C: -0.9567 1.6380 0.5938
H: 2.1172 4.1295 -4.1358
O: -2.8164 -7.5920 2.4594
O: 2.0904 3.5250 4.3468
C: 2.1902 6.7982 0.3912
H: -3.2129 -1.9765 -3.2914
H: -2.8762 5.2408 -2.2262
N: 4.3949 -4.1947 -3.1583
B: 0.6875 1.3155 -0.9624
H: 0.5060 -1.2959 -4.2057
H: 2.0846 2.0990 2.7193
C: 0.5768 5.1576 -0.3086
H: -4.9770 0.7281 2.5024
O: -4.6867 -1.0370 1.2421
H: 2.2486 3.7291 2.3017
C: 3.8337 -2.8203 -2.7564
H: 1.9570 7.3477 6.0067
H: -4.7085 -4.7658 1.8574
H: -0.5934 -1.1850 2.2706
H: -3.4226 0.4693 -3.3917
H: -4.9479 3.2104 -4.9260
C: -5.8671 -0.8816 0.3974
H: 7.6846 -3.4890 -3.2669
H: -6.7079 -1.3909 -3.8716
H: -2.7798 -4.5341 -1.6901
H: -6.2950 -1.9534 -5.4496
O: 1.9044 -2.9288 -4.1100
C: 7.7970 -3.2377 -5.8397
H: 2.3507 5.0161 6.5504
C: -4.3976 3.6986 -4.1218
H: 7.6877 -3.6019 -6.8613
C: -1.9611 -0.3171 7.6090
H: -1.3514 5.8819 -0.2764
H: -4.6136 -6.9699 3.1956
H: -3.6308 -1.3898 -4.8374
O: 1.9553 0.7082 -0.6564
H: -2.2812 -2.7710 -1.2896
C: -1.2541 0.3960 -0.2320
H: -5.4401 -0.9775 3.1309
H: -2.0614 -9.4366 2.1319
H: 0.3702 -2.3007 4.5079
H: -2.4699 -5.8782 0.4620
H: 5.5433 2.7508 1.0561
C: 2.0724 6.1336 -4.0880
H: 2.9449 6.0459 0.6203
H: 8.7465 -3.7075 -5.5834
H: 2.2246 7.6712 1.0431
H: -6.4655 -1.1206 -1.6358
H: -4.7706 -7.3076 1.5300
H: 3.3109 7.3638 4.8425
H: -7.0027 -3.0940 -4.2391
H: 7.3576 4.0271 0.5400
H: -0.1481 -2.7720 -3.7243
O: 7.4255 3.0873 0.7237
H: -5.1510 0.2717 -3.5396
O: -5.0002 -2.5278 -3.8160
H: -2.2316 5.7158 -3.8085
C: 1.5554 -1.3077 2.5131
C: -2.0483 3.5780 -3.3061
H: -4.7088 3.3389 -3.1410
H: -6.6154 -1.5152 0.8735
H: 1.3403 6.9119 -4.3029
H: 1.7848 -3.4575 -2.1631
N: 4.1531 4.7937 5.6193
H: -4.0158 -3.4190 -0.0104
H: 0.0625 0.2281 3.0606
H: -1.4716 -3.0416 6.0009
H: -3.7654 -9.4327 2.7566
H: 2.9206 -4.4200 2.2633
H: -2.1617 3.0418 -2.3638
H: 3.5721 7.1836 6.6469
C: -2.0455 5.1123 -2.9201
H: -2.7122 -3.3927 1.1368
H: -3.3396 -9.0267 1.0616
C: -5.5063 -1.1493 -1.1188
O: -3.0477 3.2673 -4.3031
C: -4.0805 -6.8683 2.2504
H: 6.3757 -2.3532 -3.6083
H: 1.3683 4.8517 -0.9927
C: -3.0822 -3.9154 0.2548
H: -5.1994 -2.1922 -1.1977
N: -4.5308 -0.1962 -1.6484
O: 0.8573 6.4404 0.1930
H: 3.9016 -4.8994 -2.6291
C: -3.8243 -5.4028 1.8803
O: 1.5626 -2.8314 2.4058
H: 6.1930 -4.4759 -1.9330
C: -6.3207 -2.2598 -4.4039
C: 0.1986 -0.8464 2.9386
H: 7.8993 -2.1537 -5.7897
O: 0.2164 2.1435 0.1107
H: -1.1641 3.3440 -3.8989
N: -0.7997 5.6092 -2.3654
H: 2.5839 5.3374 3.4987
H: 2.5321 7.3414 -0.4897
O: -2.1671 -0.4174 0.0783
O: -0.3832 0.2949 -1.1868
C: 6.2779 2.4880 0.2949
H: 1.0519 5.1446 4.4576
C: 2.3277 -2.7143 -2.7470
H: -0.2848 -3.4052 0.7349
H: 3.5594 -3.0142 1.7714
H: -3.7546 -0.5369 2.7186
H: 2.8207 6.3258 -4.8569
C: -0.7943 5.1859 -0.9036
O: -0.9264 -4.3187 -1.0094
H: -0.0031 5.2572 -2.8768
C: 2.8362 1.0732 -1.5114
H: -2.2959 -1.9306 4.0104
H: -6.0888 0.1848 0.4389
H: -2.3002 0.3359 6.8048
C: 2.2487 2.1297 -2.4304
H: -3.1487 -5.0136 2.6420
C: 2.1059 4.8822 4.3661
H: -4.6492 4.7576 -4.1802
H: -3.6822 -0.4719 -1.1751
H: -1.8496 -0.3306 4.5857
H: 2.1330 -1.6735 -2.4883
O: 1.0084 2.2083 -2.1485
C: 2.9478 6.9516 5.7840
H: 0.9771 -3.8561 -0.3647
H: -2.8196 -0.6622 8.1851
H: -2.9293 -2.0368 6.2230
H: 3.9936 3.9212 5.1362
H: 6.3966 1.4048 0.2681
H: 0.6679 3.0104 2.8812
C: -1.8624 -2.0241 5.9999
N: -3.3202 -5.3358 0.5167
O: -1.2646 -1.3974 7.0598
O: -1.5675 1.9649 1.6214
H: 1.8672 -0.8443 1.5771
C: -4.2521 -0.1866 -3.1274
H: 3.4523 -3.0906 3.4488
C: 0.6124 -2.3648 -4.3905
O: 2.9592 2.6862 -3.3210
O: 4.0391 0.8137 -1.4939
H: 0.0820 -2.4835 -0.7334
H: 2.3537 -1.0504 3.2091
C: -3.0364 -8.9500 2.1057
H: 0.7090 4.5342 0.5757
H: -1.2494 0.2418 8.2167

Calculated values
* net charge: -1
* Kohn-Sham gap: 8.25 eV
* energy relative to the best compared isomer or geometry (same formula, charge and spin): 111.4 kcal per mole
* 2S+1: 1

| no. | electronic energy (eV) | highest occupied orbital energy (eV) | E_LUMO (eV) |
| --- | --- | --- | --- |
| 1 | -219727.0039 | -9.104 | -0.1 |
| 2 | -95614.3752 | -6.188 | 2.1 |